A cluster of 3 separate species, C25H49BrF10N2O11P2S in total at a distorted geometry, computed with ωB97M-V/def2-TZVPD.

Cartesian coordinates (Å):
N 1.120 -6.274 2.704
C 0.316 -5.203 2.106
C 0.670 -3.827 2.707
O -0.339 -3.348 3.610
C 1.086 -2.723 1.730
C 0.161 -2.101 0.673
Br 0.136 -3.354 -0.880
O 0.827 -0.920 0.225
C -0.052 0.069 -0.059
O 0.264 1.188 -0.251
C -1.438 -0.531 -0.142
F -2.458 0.366 0.211
P -1.728 -0.498 -2.103
N -0.131 -0.622 -2.653
O -2.201 -1.996 -2.581
C -1.281 -1.630 0.959
C -2.437 -2.604 1.200
C -3.296 -3.179 0.059
C -2.953 -4.619 -0.381
C -2.821 -4.805 -1.894
C -2.879 -6.267 -2.270
F -2.162 -7.056 -1.436
F -4.173 -6.695 -2.183
C -2.476 -6.662 -3.727
F -2.674 -7.958 -3.878
F -3.287 -6.009 -4.557
S -0.695 -6.295 -4.310
F -1.091 -4.753 -4.501
F -0.203 -5.962 -2.823
F -0.244 -7.797 -4.106
F -1.136 -6.612 -5.799
F 0.751 -5.955 -4.835
P -1.181 -0.644 2.636
O 0.140 -0.137 3.069
H 0.683 -6.634 3.547
H 1.192 -7.060 2.066
H 0.501 -5.209 1.032
H -0.769 -5.376 2.234
H 1.577 -4.000 3.304
H -1.034 -4.014 3.685
H 1.467 -1.873 2.307
H 1.941 -3.144 1.182
H 0.018 -1.390 -3.298
H 0.197 0.254 -3.047
H -3.133 -1.972 -2.844
H -2.041 -3.449 1.778
H -3.132 -2.090 1.881
H -4.316 -3.205 0.462
H -3.342 -2.495 -0.793
H -2.026 -4.953 0.099
H -3.744 -5.293 -0.025
H -1.900 -4.346 -2.250
H -3.675 -4.345 -2.406
H -2.134 0.354 2.406
H -1.842 -1.493 3.525
C -3.850 3.589 -0.101
O -2.781 4.376 -0.566
C -1.646 3.611 -0.946
C -0.911 4.238 -2.104
O -1.570 4.111 -3.355
C -2.646 4.987 -3.627
C -2.230 6.391 -4.000
O -1.814 7.126 -2.866
C -0.869 8.127 -3.157
H -3.620 3.115 0.861
H -4.707 4.248 0.030
H -4.110 2.802 -0.819
H -1.945 2.593 -1.218
H -0.952 3.540 -0.101
H 0.020 3.678 -2.221
H -0.659 5.278 -1.884
H -3.367 5.011 -2.805
H -3.137 4.559 -4.504
H -3.089 6.891 -4.470
H -1.421 6.340 -4.741
H -0.014 7.719 -3.708
H -0.518 8.528 -2.208
H -1.306 8.944 -3.745
C 3.214 0.962 1.584
O 4.153 2.012 1.715
C 3.642 3.265 1.307
C 4.211 4.392 2.139
O 3.691 4.461 3.455
C 4.187 3.545 4.413
C 5.549 3.898 4.963
O 6.578 3.608 4.035
C 7.710 4.431 4.175
H 3.011 0.737 0.532
H 3.651 0.082 2.056
H 2.269 1.195 2.082
H 2.549 3.278 1.385
H 3.908 3.450 0.256
H 3.898 5.327 1.668
H 5.304 4.356 2.138
H 4.179 2.520 4.035
H 3.484 3.609 5.247
H 5.708 3.316 5.883
H 5.564 4.962 5.227
H 7.436 5.493 4.155
H 8.369 4.222 3.334
H 8.251 4.229 5.107

- HOMO-LUMO gap: 0.3232 Ha
- LUMO: 0.09 eV
- SMILES string: NC[C@H](O)C[C@]1(Br)OC(=O)[C@@](F)(P(N)O)[C@]1(CCCCC(F)(F)C(F)(F)S(F)(F)(F)(F)F)[PH2]=O.COCCOCCOC.COCCOCCOC
- 2S+1: 1
- Net charge: 0

Mulliken population analysis, charges in e, atoms 1 to 8:
1 N -0.71
2 C -0.13
3 C -0.16
4 O -0.61
5 C -1.15
6 C 0.25
7 Br 0.01
8 O -0.09

---

A cluster of 3 separate species, C25H49ClIN4O7 in total at a distorted geometry, computed with ωB97M-V/def2-TZVPD.

Cartesian coordinates (Å):
C 6.783 -7.618 3.217
O 5.540 -8.270 2.832
C 5.546 -8.734 1.473
N 4.294 -8.211 0.780
N 3.265 -9.048 0.809
C 2.066 -8.602 0.227
Cl 0.616 -9.723 0.301
C 1.848 -7.188 -0.462
C 0.439 -6.713 -1.073
C -0.577 -6.579 0.168
C -1.632 -5.370 0.062
C -1.917 -4.838 -1.427
C -0.970 -3.528 -1.632
O -1.665 -2.466 -2.373
C -0.946 -1.267 -1.991
C 0.602 -1.036 -2.395
O -1.508 -0.389 -1.306
C 3.134 -6.280 -0.458
C 4.413 -6.892 0.233
I 6.156 -5.611 0.285
H 6.980 -7.927 4.313
H 6.554 -6.486 3.273
H 7.682 -7.866 2.563
H 5.451 -9.885 1.521
H 6.497 -8.521 0.885
H 0.069 -7.554 -1.753
H 0.655 -5.733 -1.621
H 0.027 -6.407 1.141
H -1.118 -7.571 0.311
H -1.364 -4.531 0.809
H -2.640 -5.787 0.451
H -2.995 -4.458 -1.505
H -1.780 -5.614 -2.250
H -0.696 -3.061 -0.609
H 0.001 -3.764 -2.192
H 1.270 -1.211 -1.470
H 0.871 -1.782 -3.218
H 0.729 0.056 -2.741
H 3.118 -5.224 -0.900
C 0.944 5.283 0.478
O 1.617 4.862 1.656
C 0.737 4.342 2.656
C 0.920 2.830 2.807
N 0.407 2.111 1.640
C 0.801 0.701 1.591
C 2.300 0.381 1.500
O 2.905 0.760 0.267
C 3.307 2.121 0.199
H 1.659 5.831 -0.139
H 0.587 4.424 -0.098
H 0.109 5.948 0.713
H -0.309 4.605 2.463
H 1.027 4.817 3.598
H 0.387 2.491 3.701
H 1.989 2.642 2.952
H 0.749 2.562 0.799
H 0.312 0.278 0.705
H 0.374 0.187 2.459
H 2.397 -0.712 1.548
H 2.871 0.767 2.350
H 3.634 2.509 1.167
H 2.500 2.733 -0.208
H 4.144 2.191 -0.498
C -3.623 3.806 -1.483
O -4.777 4.543 -1.857
C -5.605 4.901 -0.747
C -5.540 6.406 -0.485
N -4.236 6.799 0.052
C -4.008 8.247 0.059
C -4.001 8.975 -1.293
O -2.899 8.641 -2.130
C -3.075 7.459 -2.895
H -3.161 3.419 -2.394
H -2.894 4.449 -0.981
H -3.881 2.961 -0.840
H -5.363 4.323 0.152
H -6.630 4.647 -1.034
H -6.321 6.681 0.231
H -5.748 6.914 -1.433
H -3.506 6.368 -0.505
H -3.028 8.400 0.528
H -4.747 8.715 0.718
H -3.890 10.046 -1.078
H -4.947 8.877 -1.834
H -4.116 7.303 -3.190
H -2.697 6.594 -2.346
H -2.472 7.551 -3.801

- HOMO-LUMO gap: 0.1667 Ha
- LUMO: -5.03 eV
- 2S+1: 1
- Net charge: +1

Mulliken population analysis, charges in e, atoms 1 to 8:
1 C -0.56
2 O -0.32
3 C -0.73
4 N 0.66
5 N -0.78
6 C 0.37
7 Cl -0.09
8 C -0.02

---

A structure of composition C25H49FeGeN6O3SSeSi, computed with ωB97M-V/def2-TZVPD.

Cartesian coordinates (Å):
Fe 1.049 1.473 -0.084
N -1.490 0.992 2.046
C -0.308 0.968 2.662
N -0.274 0.869 3.977
C 0.936 0.812 4.535
N 1.028 0.758 5.852
N 2.112 0.773 3.835
C 1.984 0.902 2.554
N 0.815 1.066 1.888
C 3.203 0.806 1.700
C 4.447 0.536 2.226
C 5.514 0.377 1.349
C 5.300 0.494 -0.014
C 4.023 0.780 -0.467
N 2.998 0.933 0.375
H -2.310 0.847 2.614
H -1.553 0.804 1.057
H 0.191 0.765 6.413
H 1.930 0.690 6.291
H 4.560 0.439 3.296
H 6.502 0.157 1.731
H 6.105 0.369 -0.724
H 3.807 0.887 -1.522
C -3.361 -3.525 -0.600
C -3.263 -2.114 -1.151
C -4.221 -1.904 -2.309
C -3.486 -1.082 -0.055
O -1.933 -1.922 -1.710
Si -0.438 -1.736 -1.174
S -0.157 0.468 -1.503
O 0.683 -2.431 -2.079
C 0.693 -2.889 -3.473
C 0.189 -1.768 -4.366
C 2.145 -3.220 -3.766
C -0.185 -4.124 -3.575
O -0.208 -1.967 0.406
C 0.630 -2.924 1.131
C 2.093 -2.613 0.861
C 0.288 -2.713 2.597
C 0.288 -4.337 0.689
H -4.374 -3.720 -0.247
H -2.677 -3.656 0.237
H -3.122 -4.255 -1.374
H -5.250 -2.036 -1.977
H -4.020 -2.625 -3.101
H -4.112 -0.899 -2.718
H -4.499 -1.166 0.340
H -3.362 -0.075 -0.460
H -2.784 -1.248 0.766
H 0.809 -0.878 -4.253
H -0.847 -1.517 -4.130
H 0.229 -2.080 -5.410
H 2.770 -2.333 -3.651
H 2.248 -3.583 -4.789
H 2.504 -3.996 -3.089
H -1.224 -3.882 -3.348
H 0.162 -4.899 -2.890
H -0.141 -4.525 -4.588
H 2.318 -1.584 1.148
H 2.336 -2.749 -0.192
H 2.725 -3.275 1.454
H 0.539 -1.695 2.903
H 0.853 -3.405 3.221
H -0.775 -2.878 2.770
H 0.488 -4.468 -0.375
H -0.759 -4.563 0.885
H 0.896 -5.057 1.238
C -1.438 4.605 1.716
Ge -1.818 4.740 -0.198
C -2.866 3.212 -0.804
C -2.709 6.413 -0.635
C -0.124 4.840 -1.255
Se 1.496 3.864 -0.786
C 2.017 4.762 0.859
H -2.385 4.543 2.254
H -0.910 5.486 2.080
H -0.867 3.709 1.965
H -3.811 3.205 -0.259
H -2.364 2.259 -0.643
H -3.089 3.295 -1.868
H -3.679 6.455 -0.140
H -2.875 6.494 -1.709
H -2.123 7.271 -0.308
H 0.217 5.877 -1.285
H -0.312 4.548 -2.290
H 1.199 4.758 1.571
H 2.298 5.777 0.593
H 2.885 4.240 1.257

- HOMO-LUMO gap (spin up / spin down): 0.3072 / 0.2739 Ha
- Energy relative to the best compared isomer or geometry (same formula, charge and spin): 6.12 kcal per mole
- LUMO (spin up / spin down): -6.28 / -7.45 eV
- 2S+1: 6
- <S²>: 8.7734
- Net charge: +2

Mulliken population analysis, charges in e, atoms 1 to 8:
1 Fe -0.01
2 N 0.07
3 C 0.17
4 N -0.72
5 C 0.33
6 N -0.31
7 N -0.67
8 C -0.32

---

| no. | energy (eV) |
| --- | --- |
| 1 | -178848.0800 |
| 2 | -67619.1277 |
| 3 | -216760.3254 |